(1)
A molecular structure, C27H34BrInN6O3S. Source: the Open Molecules 2025 dataset; level of theory: ωB97M-V/def2-TZVPD.

Properties
orbital gap = 7.022 eV
multiplicity = 1
ΔE to the lowest compared entry with this formula, charge and spin = 0.0 kJ/mol
HOMO level = -12.7 eV
net charge = +2
LUMO energy = -5.666 eV

Last column: Löwdin charge in e.
Element x y z (Å)
In -1.97761 0.09104 -0.46834  0.873
N -2.87067 1.86634 -1.64354  0.006
C -4.05729 2.43889 -0.97658  -0.182
C -3.70340 2.71587 0.47276  -0.161
N -3.17868 1.49570 1.13034  -0.090
C -4.18284 0.66340 1.84405  -0.157
C -4.60142 -0.54396 1.02590  -0.188
N -3.38748 -1.33096 0.69138  0.016
H -3.11973 1.42915 -2.52661  0.100
H -2.17474 2.57980 -1.84128  0.112
H -4.39932 3.35422 -1.45632  0.136
H -4.86520 1.71146 -1.05193  0.123
H -2.91552 3.47098 0.50708  0.134
H -4.56284 3.11867 1.00920  0.134
H -2.47727 1.77766 1.80347  0.103
H -3.72933 0.32145 2.77552  0.135
H -5.05769 1.25621 2.11211  0.135
H -5.33240 -1.13099 1.57929  0.136
H -5.06450 -0.24540 0.08537  0.118
H -3.00887 -1.76041 1.53087  0.110
H -3.61217 -2.08137 0.04308  0.114
Br -1.08119 0.33187 -7.38768  0.789
C -1.36269 -1.09172 -6.18625  -0.678
C -1.31607 -2.40213 -6.63919  -0.095
C -1.50711 -3.43564 -5.73489  -0.041
C -1.72720 -3.17015 -4.39061  -0.006
C -1.78096 -1.85581 -3.95765  -0.156
C -1.61255 -0.80455 -4.85764  -0.089
C -1.98132 -1.49677 -2.52512  -0.557
O -1.10986 -1.73465 -1.64100  -0.023
O -3.01539 -0.80119 -2.20452  -0.050
H -1.13533 -2.61126 -7.68431  0.114
H -1.47757 -4.46023 -6.08177  0.120
H -1.85587 -3.98596 -3.69065  0.127
H -1.65029 0.22563 -4.52523  0.109
N 3.28047 -1.39851 4.48160  0.174
C 4.29583 -0.99810 5.32439  -0.178
C 5.18412 -1.71582 6.13092  -0.008
C 6.08009 -0.96658 6.85345  -0.061
C 6.10331 0.44658 6.78589  -0.064
C 5.22679 1.14100 5.99199  -0.002
C 4.30294 0.39700 5.24487  -0.214
N 3.31962 0.83164 4.37823  0.192
C 2.74045 -0.25725 3.95094  -0.293
C 1.62954 -0.22718 3.00549  -0.092
C 1.16999 1.01309 2.54189  0.032
C 0.13206 1.05026 1.64936  -0.130
N -0.49031 -0.06240 1.19407  -0.048
C -0.03870 -1.24775 1.62510  -0.101
C 1.00024 -1.36973 2.52334  0.031
H 3.00747 -2.34840 4.30265  0.157
H 5.17243 -2.79645 6.18756  0.115
H 6.79183 -1.47019 7.49434  0.113
H 6.83200 0.98401 7.37733  0.111
H 5.23779 2.22127 5.93579  0.118
H 1.64623 1.91824 2.89589  0.129
H -0.21665 1.99871 1.25577  0.120
H -0.51429 -2.12887 1.21176  0.123
H 1.31129 -2.36175 2.82148  0.123
O -0.26144 0.99148 -1.56868  -0.578
S 1.19021 0.42508 -1.49582  1.049
C 2.21224 1.88479 -1.85908  -0.278
C 2.95020 1.60920 -3.17153  -0.206
C 2.00013 0.76441 -4.01891  -0.208
C 1.54313 -0.34810 -3.08434  -0.287
H 2.85150 2.09876 -1.00465  0.098
H 1.46970 2.67723 -1.96797  0.101
H 3.86759 1.05147 -2.97687  0.124
H 3.23117 2.54485 -3.65106  0.128
H 2.48017 0.35458 -4.90617  0.130
H 1.14185 1.35457 -4.34864  0.119
H 2.34925 -1.05397 -2.86350  0.115
H 0.66205 -0.91242 -3.38620  0.077

(2)
A molecular structure, C27H34Cl2I2KN2O6. Source: the Open Molecules 2025 dataset; level of theory: ωB97M-V/def2-TZVPD.

Properties
orbital gap = 5.572 eV
multiplicity = 1
ΔE to the lowest compared entry with this formula, charge and spin = 0.0 kJ/mol
HOMO level = -3.8 eV
net charge = -1
LUMO energy = 1.797 eV

Last column: Löwdin charge in e.
Element x y z (Å)
K 0.10504 0.05875 0.35274  0.592
O -3.69487 -3.87039 0.97446  0.075
C -3.23722 -2.78999 1.29555  -0.315
C -2.15223 -2.54413 2.31367  -0.319
O -1.59574 -3.38702 2.99988  0.062
C -1.81300 -1.10788 2.23976  -0.383
C -2.68393 -0.47882 1.28455  -0.354
O -2.62229 0.75001 0.94842  -0.282
C -3.54558 -1.46940 0.64955  -0.325
O -4.32285 -1.29148 -0.28360  0.044
O -0.85441 -0.54909 2.83030  -0.126
Cl 1.75904 -2.70311 1.35445  0.539
C 1.80562 -1.83430 2.90199  -0.962
Cl 2.64913 -0.27001 2.70793  0.498
H 2.35864 -2.42514 3.62097  0.026
H 0.77930 -1.62259 3.20423  -0.005
I 1.69606 4.85894 1.53288  0.603
C -0.19003 4.66042 2.52108  -1.193
I -1.28627 2.92572 1.96153  0.994
H -0.74979 5.55289 2.27137  -0.056
H 0.03346 4.62612 3.57988  -0.054
C -3.93843 -3.20748 -4.44690  -0.032
C -2.48993 -3.65048 -4.69635  -0.554
C -2.41389 -5.18323 -4.66928  -0.045
C -2.06181 -3.16646 -6.08157  -0.068
C -1.59965 -3.09433 -3.58848  -0.159
C -1.87235 -3.39998 -2.26032  0.023
C -1.06568 -2.87671 -1.26479  -0.085
N -0.04764 -2.05699 -1.50643  0.076
C 0.25030 -1.78204 -2.77306  -0.212
C -0.50207 -2.27594 -3.83307  0.027
C 1.46074 -0.93110 -2.98761  -0.189
C 2.23109 -1.07127 -4.13381  0.033
C 3.38263 -0.31038 -4.31319  -0.161
C 3.70360 0.57934 -3.29702  -0.004
C 2.88127 0.65336 -2.18019  -0.109
N 1.79140 -0.07814 -2.01306  0.092
C 4.22818 -0.49295 -5.56992  -0.560
C 3.36743 -0.19603 -6.80516  -0.045
C 4.72955 -1.94237 -5.63128  -0.044
C 5.43917 0.43992 -5.58659  -0.071
H -4.59006 -3.62973 -5.21615  0.085
H -4.02390 -2.12144 -4.47822  0.077
H -4.30053 -3.53680 -3.47302  0.088
H -3.05026 -5.60187 -5.45247  0.083
H -2.74932 -5.58133 -3.71179  0.082
H -1.39001 -5.52421 -4.83780  0.088
H -2.73168 -3.58922 -6.83271  0.083
H -1.04507 -3.48377 -6.32470  0.082
H -2.11609 -2.07877 -6.16061  0.087
H -2.70755 -4.02302 -1.96876  0.121
H -1.25010 -3.12000 -0.22610  0.106
H -0.23681 -2.00003 -4.84399  0.100
H 1.94042 -1.80205 -4.87700  0.109
H 4.57816 1.21144 -3.34691  0.100
H 3.11946 1.34264 -1.37604  0.115
H 2.50928 -0.86586 -6.86738  0.077
H 3.96123 -0.32286 -7.71315  0.084
H 2.99344 0.82899 -6.77871  0.092
H 3.90322 -2.65297 -5.66286  0.079
H 5.34108 -2.17699 -4.75831  0.092
H 5.33664 -2.08938 -6.52743  0.084
H 5.13879 1.48884 -5.55999  0.087
H 6.00780 0.27762 -6.50408  0.084
H 6.10481 0.24901 -4.74307  0.086
C -3.23738 0.38615 -3.13662  -0.079
C -2.47569 1.57115 -2.57386  -0.314
O -1.68061 1.21358 -1.46334  -0.176
H -3.86701 0.69560 -3.97686  0.071
H -3.86208 -0.06772 -2.36408  0.066
H -2.53193 -0.36877 -3.48690  0.052
H -3.16992 2.37485 -2.29936  0.112
H -1.79420 1.97840 -3.32750  0.105
H -2.26721 1.04934 -0.68615  0.020